This record from OMol25 describes a structure of composition C17H55B2Cl2N8O8P3Si2. The level of theory is ωB97M-V/def2-TZVPD.

## Properties
lowest unoccupied orbital energy: -0.0003 Ha
charge: 0
HOMO energy: -8.102 eV
gap between HOMO and LUMO: 0.297 Ha

Atoms and positions in Å:
N (1.50200, 2.59252, 0.99261)
C (1.61239, 4.06591, 1.04519)
C (1.60706, 4.64023, -0.37210)
C (2.50878, 3.83300, -1.32514)
C (3.03573, 4.64159, -2.52989)
Si (4.87647, 5.02583, -2.55212)
O (5.05637, 6.55201, -3.19677)
O (5.74074, 3.99726, -3.58938)
Si (5.39168, 2.40153, -3.60825)
Cl (5.22439, 1.62572, -1.70256)
C (3.91687, 1.97118, -4.68372)
B (2.70457, 1.26234, -3.93832)
O (1.43398, 1.75897, -4.09298)
O (2.84313, 0.20544, -3.07061)
P (7.19789, 1.39982, -4.55418)
O (6.67044, -0.14856, -4.75037)
Cl (8.49528, 1.40537, -2.93907)
B (5.76012, 5.09340, -0.72244)
N (7.00005, 4.39734, -0.48919)
O (5.24256, 5.82622, 0.32606)
H (2.41902, 2.18024, 0.85001)
H (1.26789, 2.27770, 1.92834)
H (2.51682, 4.38884, 1.57792)
H (0.72725, 4.40691, 1.57901)
H (0.58264, 4.53662, -0.73752)
H (1.85594, 5.70417, -0.40979)
H (1.89376, 3.01365, -1.69302)
H (3.29935, 3.36513, -0.73250)
H (2.56157, 5.62731, -2.52557)
H (2.72950, 4.19139, -3.47716)
H (5.11368, 6.52954, -4.16061)
H (3.58974, 2.89689, -5.16248)
H (4.26611, 1.32698, -5.50007)
H (1.36951, 2.26182, -4.91344)
H (3.14771, -0.60760, -3.48592)
H (5.99603, -0.37907, -4.09561)
H (6.90207, 3.55512, 0.06376)
H (7.47567, 4.16399, -1.35194)
H (4.27991, 5.74846, 0.35060)
O (2.68577, -0.63512, 1.42465)
P (1.99282, -1.94743, 1.38934)
N (0.67728, -1.71305, 0.35039)
C (-0.74070, -1.86761, 0.58073)
C (1.02330, -1.21391, -0.97246)
N (1.61309, -2.15837, 3.05559)
C (0.28913, -2.50265, 3.53490)
C (2.26271, -1.24042, 3.98529)
N (2.22034, -3.57766, 1.11687)
C (1.49942, -4.38119, 0.14380)
C (3.03522, -4.35932, 2.04003)
H (-1.19451, -2.53940, -0.16129)
H (-1.25856, -0.90492, 0.51320)
H (-0.97883, -2.29909, 1.54408)
H (1.50517, -1.99201, -1.58502)
H (1.70623, -0.36847, -0.90729)
H (0.13630, -0.87659, -1.50721)
H (-0.42062, -1.67109, 3.44900)
H (0.34398, -2.78157, 4.59043)
H (-0.10955, -3.37661, 3.01497)
H (1.76565, -0.26302, 4.03061)
H (3.30050, -1.07633, 3.71217)
H (2.25042, -1.68066, 4.98600)
H (0.54227, -4.72400, 0.54887)
H (2.08835, -5.26228, -0.11948)
H (1.32114, -3.84844, -0.78534)
H (2.41484, -4.85034, 2.79534)
H (3.76327, -3.73322, 2.54982)
H (3.59449, -5.12675, 1.49967)
O (-4.21896, -2.29216, 1.70990)
P (-5.60095, -2.23497, 1.18018)
N (-5.70279, -0.71175, 0.43361)
C (-6.59003, 0.40185, 0.67350)
C (-4.68882, -0.45492, -0.58009)
N (-6.51746, -2.41347, 2.62649)
C (-7.59788, -1.52783, 3.00721)
C (-5.77171, -2.83421, 3.80975)
N (-6.70994, -3.03926, 0.23256)
C (-7.37888, -2.49684, -0.93859)
C (-7.25495, -4.31469, 0.68571)
H (-7.09826, 0.70868, -0.25137)
H (-6.04009, 1.27064, 1.05150)
H (-7.37640, 0.17339, 1.38132)
H (-4.86581, -1.03098, -1.49906)
H (-3.69138, -0.70525, -0.21338)
H (-4.68452, 0.60048, -0.85019)
H (-7.24167, -0.53998, 3.32486)
H (-8.14954, -1.96275, 3.84433)
H (-8.32399, -1.41324, 2.19875)
H (-5.23826, -2.00470, 4.28951)
H (-5.04480, -3.60111, 3.56097)
H (-6.46867, -3.26306, 4.53456)
H (-8.25853, -1.91172, -0.65279)
H (-7.71246, -3.31019, -1.58558)
H (-6.72290, -1.87997, -1.54497)
H (-8.20761, -4.17433, 1.20415)
H (-6.56860, -4.81867, 1.36164)
H (-7.41772, -4.98270, -0.16291)


This record from OMol25 describes a cluster of 2 separate species, C9H13O3PS in total. The level of theory is ωB97M-V/def2-TZVPD.

## Properties
2S+1: 3
lowest unoccupied orbital energy (spin up / spin down): 0.0231 / -0.0336 Ha
charge: 0
HOMO energy (spin up / spin down): -6.224 / -8.100 eV
gap between HOMO and LUMO (spin up / spin down): 0.252 / 0.264 Ha
<S²>: 2.007
energy above the lowest of the compared OMol25 structures with the same formula, charge and spin: 0.0 kJ/mol

Atoms and positions in Å:
C (1.13344, -0.22907, -0.96062)
C (0.86488, 1.13179, -0.61266)
C (0.96316, -1.27175, -0.13206)
C (0.43032, 1.31429, 0.67889)
C (0.53834, -1.04355, 1.17715)
C (0.16591, 0.20597, 1.61015)
C (0.26400, 3.74996, 0.46449)
C (-0.23208, -2.21676, 3.17943)
C (-1.30312, 0.25230, -2.16770)
O (0.00474, 2.47323, 1.13823)
O (0.24855, -2.18977, 1.83013)
O (-1.84437, -0.84821, -1.73623)
P (-1.90531, -2.40121, -2.24975)
S (-0.61538, -2.13504, -3.92258)
H (1.39145, -0.38936, -2.02355)
H (0.99772, 1.80566, -1.40042)
H (1.04815, -2.33616, -0.55664)
H (1.15038, 4.35251, 0.86625)
H (-0.67558, 4.26065, 0.74113)
H (0.44421, 3.70920, -0.64954)
H (0.46011, -1.85506, 3.95038)
H (-0.33435, -3.28298, 3.30759)
H (-1.10834, -1.61017, 3.15770)
H (0.08121, 0.53176, 2.67309)
H (-0.87006, 0.11227, -3.16110)
H (-1.28515, 1.15641, -1.60177)
H (-0.01281, -3.24690, -3.60001)


This record from OMol25 describes a structure of composition C45H40Br2N11O3SSiTi. The level of theory is ωB97M-V/def2-TZVPD.

## Properties
2S+1: 2
lowest unoccupied orbital energy (spin up / spin down): 0.1226 / 0.1226 Ha
charge: -2
HOMO energy (spin up / spin down): -2.519 / -2.647 eV
gap between HOMO and LUMO (spin up / spin down): 0.215 / 0.220 Ha
<S²>: 0.754
energy above the lowest of the compared OMol25 structures with the same formula, charge and spin: 15.0 kJ/mol

Atoms and positions in Å:
Ti (0.40251, 0.50822, 0.00646)
C (-0.72525, -3.96432, 4.62471)
C (-1.24373, -3.93289, 3.19051)
N (-0.22248, -3.64712, 2.21551)
C (0.24024, -2.39810, 1.91918)
S (-0.52117, -1.00476, 2.51739)
N (1.32425, -2.44165, 1.14189)
N (1.73246, -1.23092, 0.71750)
C (2.96759, -1.14936, 0.33984)
C (3.90010, -2.31604, 0.42633)
C (3.43446, 0.16404, -0.11119)
C (4.73142, 0.39928, -0.56415)
C (5.10593, 1.68636, -0.89366)
C (4.20072, 2.72485, -0.73810)
C (2.92782, 2.41006, -0.30610)
N (2.54608, 1.16523, -0.03464)
H (-1.53355, -4.19090, 5.32474)
H (-0.29879, -2.99387, 4.87994)
H (0.04832, -4.72770, 4.74095)
H (-2.00586, -3.16039, 3.09025)
H (-1.70575, -4.88844, 2.92750)
H (0.37970, -4.39109, 1.90043)
H (3.62618, -2.92366, 1.28662)
H (4.93746, -1.99918, 0.51424)
H (3.80272, -2.95329, -0.45803)
H (5.42326, -0.41909, -0.69192)
H (6.10176, 1.88039, -1.27316)
H (4.44867, 3.74812, -0.98131)
H (2.16866, 3.16966, -0.17368)
Br (-3.67895, -6.21683, 5.29949)
C (-4.55252, -5.40084, 3.82038)
C (-5.14982, -6.20296, 2.86392)
C (-5.80625, -5.60187, 1.80354)
C (-5.82969, -4.21708, 1.67375)
C (-5.21043, -3.42621, 2.63887)
C (-4.58231, -4.02005, 3.72233)
N (-6.68370, -3.67835, 0.66147)
N (-6.38929, -2.67778, -0.01633)
C (-5.09343, -2.11171, -0.05270)
C (-5.03943, -0.73345, 0.02538)
C (-3.84295, -0.03253, 0.05158)
C (-2.61270, -0.68088, -0.12404)
O (-1.50906, -0.04771, -0.13461)
C (-2.65422, -2.12443, -0.32293)
N (-1.47735, -2.72873, -0.57702)
C (-1.45513, -4.01596, -0.79492)
C (-2.61740, -4.80722, -0.82641)
C (-3.82422, -4.21365, -0.58029)
C (-3.88244, -2.83477, -0.27869)
H (-5.11615, -7.27982, 2.95704)
H (-6.32035, -6.20059, 1.06182)
H (-5.21223, -2.34831, 2.54708)
H (-4.10331, -3.40884, 4.47488)
H (-5.97862, -0.19939, 0.12000)
H (-3.84332, 1.04010, 0.18282)
H (-0.47839, -4.45762, -0.97617)
H (-2.55233, -5.86297, -1.05928)
H (-4.73661, -4.79138, -0.64016)
N (0.32215, 2.08255, -1.56573)
C (0.57391, 2.81462, -2.42354)
C (0.84355, 3.72994, -3.44019)
C (0.10576, 3.72671, -4.64329)
N (-0.49146, 3.74768, -5.63267)
C (1.88339, 4.66470, -3.23465)
N (2.73744, 5.42655, -3.06585)
C (-2.34267, 3.54210, 2.40409)
Si (-1.13753, 3.36677, 0.95418)
C (-0.39922, 5.05118, 0.49715)
C (-2.27102, 3.01177, -0.51373)
N (0.08145, 2.16883, 1.32094)
C (0.88150, 2.36808, 2.44186)
C (0.84471, 3.53155, 3.24449)
C (1.67465, 3.71018, 4.34206)
C (2.59209, 2.74177, 4.71568)
C (2.63927, 1.57670, 3.95698)
C (1.81338, 1.39338, 2.86529)
H (-3.16071, 4.21180, 2.12086)
H (-1.90911, 3.90390, 3.33591)
H (-2.77306, 2.55525, 2.60171)
H (-1.20772, 5.77347, 0.34221)
H (0.11950, 4.94885, -0.46136)
H (0.30578, 5.47379, 1.21146)
H (-1.99080, 3.65760, -1.34857)
H (-3.29747, 3.26844, -0.23080)
H (-2.26132, 1.98702, -0.87115)
H (0.15269, 4.32606, 3.01460)
H (1.59366, 4.63165, 4.90993)
H (3.24189, 2.88311, 5.57079)
H (3.32741, 0.78146, 4.22425)
H (1.86095, 0.45548, 2.33636)
Br (2.40412, -2.79436, -7.53684)
C (1.41087, -2.58845, -5.91784)
C (0.29513, -3.38490, -5.71803)
C (-0.42160, -3.23737, -4.53808)
C (-0.02046, -2.31405, -3.58336)
C (1.10078, -1.52603, -3.80536)
C (1.82454, -1.65762, -4.98489)
C (1.55847, -0.52469, -2.75752)
O (2.51984, 0.19721, -3.00668)
O (0.85512, -0.54751, -1.69324)
H (-0.00522, -4.10249, -6.46954)
H (-1.29860, -3.84949, -4.36448)
H (-0.55288, -2.19124, -2.64970)
H (2.68950, -1.02785, -5.14011)


This record from OMol25 describes a structure of composition C33H38BiCl3N7O3S5Te. The level of theory is ωB97M-V/def2-TZVPD.

## Properties
lowest unoccupied orbital energy: 0.0767 Ha
charge: -1
HOMO energy: -3.820 eV
gap between HOMO and LUMO: 0.217 Ha
energy above the lowest of the compared OMol25 structures with the same formula, charge and spin: 0.0 kJ/mol

Atoms and positions in Å:
Bi (-0.04496, -0.86905, -0.28114)
C (2.77861, -3.53380, -3.71005)
N (3.42032, -3.36637, -2.42207)
C (4.54376, -4.24553, -2.15844)
C (2.74468, -2.71856, -1.42403)
N (1.51449, -2.37919, -1.46975)
N (3.52896, -2.40350, -0.32616)
C (3.12102, -1.76583, 0.82945)
N (4.19280, -1.45942, 1.66059)
N (1.90196, -1.53462, 1.10826)
H (3.55334, -3.62467, -4.47119)
H (2.18362, -2.65553, -3.95529)
H (2.14596, -4.42886, -3.74076)
H (5.47320, -3.84802, -2.57640)
H (4.35450, -5.22164, -2.61148)
H (4.67028, -4.41086, -1.09042)
H (1.05135, -2.66773, -2.32191)
H (4.52343, -2.43353, -0.47574)
H (4.97693, -1.06651, 1.15228)
H (3.91788, -0.82599, 2.39905)
H (1.79015, -1.02895, 1.98191)
O (6.08484, 0.44094, -3.04357)
C (4.93232, 0.60546, -2.71361)
S (3.53824, 0.26950, -3.73334)
C (2.26664, 0.51228, -2.53222)
C (2.68612, 0.90738, -1.31277)
S (1.69034, 1.31452, 0.06977)
S (4.42651, 1.10638, -1.09788)
S (0.63596, 0.20906, -3.07349)
Cl (-0.06451, 5.36726, 3.96258)
C (-0.29284, 3.79045, 3.25269)
C (-0.84393, 3.68207, 1.98927)
C (-1.03210, 2.42608, 1.44737)
Cl (-1.62905, 2.30135, -0.18066)
C (-0.70445, 1.22839, 2.12036)
O (-0.93392, 0.04494, 1.64160)
C (-0.09907, 1.42291, 3.38002)
Cl (0.44994, 0.00724, 4.23280)
C (0.09823, 2.66366, 3.95241)
H (-1.10715, 4.56209, 1.42051)
H (0.55942, 2.74721, 4.92573)
C (-4.65317, 3.29818, 1.73860)
C (-5.45270, 2.01482, 1.92447)
C (-5.69717, 1.26175, 0.62229)
N (-4.48266, 0.64604, 0.10163)
C (-4.33635, -0.55489, -0.46132)
S (-3.11928, -0.88969, -1.55998)
N (-5.25491, -1.53042, -0.13583)
C (-5.94478, -1.76017, 1.06063)
O (-6.99238, -2.36689, 1.03338)
C (-5.32939, -1.26426, 2.32097)
C (-3.95446, -1.11725, 2.46408)
C (-3.43398, -0.68611, 3.67549)
C (-4.28174, -0.40490, 4.73555)
C (-5.65706, -0.56458, 4.59727)
C (-6.17956, -0.99966, 3.39212)
H (-4.49442, 3.79927, 2.69363)
H (-5.17403, 3.99294, 1.07579)
H (-3.66799, 3.10428, 1.31199)
H (-6.42767, 2.24585, 2.36221)
H (-4.94332, 1.34969, 2.62576)
H (-6.07821, 1.95054, -0.14175)
H (-6.45844, 0.49948, 0.76329)
H (-3.69791, 1.26288, -0.07153)
H (-5.35717, -2.26359, -0.82338)
H (-3.27153, -1.35791, 1.65942)
H (-2.36256, -0.58486, 3.77935)
H (-3.86919, -0.06596, 5.67777)
H (-6.31696, -0.35110, 5.42821)
H (-7.24445, -1.14185, 3.26011)
C (-6.29150, -4.88616, 3.48066)
C (-4.95885, -4.61982, 2.83721)
C (-4.78942, -4.72181, 1.46608)
C (-3.57934, -4.41776, 0.84469)
C (-3.48494, -4.57380, -0.64847)
C (-2.48995, -4.00146, 1.62125)
Te (-0.57355, -3.68442, 0.75562)
C (-2.64593, -3.89682, 3.01540)
C (-1.53155, -3.43705, 3.91350)
C (-3.87013, -4.21260, 3.59482)
H (-6.98302, -5.34880, 2.77702)
H (-6.74585, -3.95316, 3.82208)
H (-6.19064, -5.54252, 4.34741)
H (-5.63089, -5.02731, 0.85252)
H (-4.48122, -4.67841, -1.08524)
H (-2.90900, -5.46530, -0.90872)
H (-2.98074, -3.72407, -1.10722)
H (-1.06404, -2.52868, 3.52973)
H (-0.74109, -4.18906, 3.97220)
H (-1.90892, -3.24554, 4.91971)
H (-3.98230, -4.10678, 4.67011)


This record from OMol25 describes a cluster of 12 separate species, C6H36N2O11 in total. The level of theory is ωB97M-V/def2-TZVPD.

## Properties
2S+1: 2
lowest unoccupied orbital energy (spin up / spin down): -0.4229 / -0.5402 Ha
charge: +3
HOMO energy (spin up / spin down): -19.421 / -19.420 eV
gap between HOMO and LUMO (spin up / spin down): 0.291 / 0.173 Ha
<S²>: 0.755

Atoms and positions in Å:
C (2.31411, 0.66674, 1.00158)
C (1.45271, -0.47493, 0.58996)
C (0.47201, -0.00832, -0.59175)
C (-0.78977, 0.32384, 0.06374)
C (-1.32064, 1.55884, -0.31867)
N (-2.54580, 2.01787, 0.35008)
C (-3.53368, 2.43323, -0.35948)
N (2.42372, -1.52348, 0.12854)
H (2.64801, 1.22378, 0.09364)
H (3.21655, 0.40523, 1.55887)
H (1.86553, 1.47650, 1.64643)
H (0.85427, -0.83364, 1.44943)
H (0.35207, -0.84381, -1.32472)
H (1.07549, 0.74143, -1.20246)
H (-1.05604, -0.37570, 0.81807)
H (-1.13764, 2.20682, -1.19599)
H (-2.65563, 1.65687, 1.29730)
H (-3.66871, 2.66627, -1.39202)
H (-4.58800, 2.53232, 0.02522)
H (2.01517, -2.49197, -0.10330)
H (3.13854, -1.37636, -0.60589)
H (2.89416, -1.87050, 0.98836)
H (1.76044, -3.00936, -3.40023)
H (2.83332, -2.10050, -3.17951)
O (2.21565, -2.64603, -2.62747)
H (-0.14581, 3.70412, 3.23776)
H (-0.39482, 2.09778, 3.01082)
O (0.15970, 2.87913, 2.85143)
H (0.92924, 1.11465, -3.56080)
H (1.74948, 1.22257, -4.71936)
O (1.85389, 1.27906, -3.76394)
H (-1.11056, -2.35466, -3.49449)
H (-1.67422, -0.95899, -3.71441)
O (-0.99317, -1.43645, -3.22757)
H (4.37777, -0.12532, -2.62535)
H (2.97004, 0.17735, -2.42746)
O (3.60920, -0.45725, -2.13071)
H (-1.17379, -0.17335, 5.04842)
H (-1.44197, -1.57056, 4.48683)
O (-1.74236, -0.66283, 4.44942)
H (-3.30799, 1.82114, 3.87267)
H (-3.72701, 1.13273, 2.53307)
O (-3.81279, 1.91058, 3.07084)
H (-5.27793, -0.18660, 1.64997)
H (-4.35531, -0.81877, 0.91859)
O (-4.52482, 0.13244, 1.08907)
H (3.06405, -2.44592, 3.03866)
H (1.94642, -2.03727, 4.18037)
O (2.34037, -1.90623, 3.31965)
H (0.84976, -4.22929, -0.66680)
H (1.79884, -4.88086, 0.49163)
O (1.12148, -4.25887, 0.24713)
H (-1.07539, 3.62284, -3.49358)
H (-1.19575, 2.35176, -4.14342)
O (-1.05237, 2.70192, -3.23814)